The following is a DFT calculation (the ωB97M-V functional and the def2-TZVPD basis) of a gas-phase ion, C2H7N4S (charge +1) at a distorted geometry.

Geometry as XYZ:
```
14
Properties=species:S:1:pos:R:3:forces:R:3
C -1.27181 0.36232 0.07706 1.6885 1.1912 -0.1532
C 0.73550 -0.81096 0.74682 1.1698 -0.5711 -4.1931
N 1.33885 0.44102 0.30731 -1.1583 1.9593 0.3525
N -0.69351 -0.73398 0.39613 -0.1728 -6.4224 0.7598
N -2.52774 0.43627 -0.21092 -0.8210 5.9495 -1.8554
N 2.30120 0.50552 -0.63242 2.0996 0.7520 -1.9653
S -0.10938 1.60402 0.12639 1.2060 0.8274 -0.1293
H 1.31057 -1.61448 0.10878 -1.4299 1.0748 1.4543
H 0.80949 -0.98304 1.76531 0.4248 -0.1809 2.0505
H -1.19361 -1.71416 0.43656 0.9849 2.8023 -0.2327
H -2.98562 -0.38375 -0.20676 -2.5574 -3.1058 -0.1632
H -2.95766 1.32168 -0.71394 1.2152 -2.7214 1.6171
H 2.19527 0.29140 -1.67944 -0.6792 0.2961 2.1675
H 3.04846 1.27813 -0.52088 -1.9702 -1.8510 0.2906
```
Forces are in eV/Å.

Summary:
* LUMO level: -3.619 eV
* E_HOMO: -13.38 eV
* relative energy (zero: lowest compared OMol25 entry of this formula, charge and spin): 140.1 kJ/mol
* E_tot: -18974.300 eV
* HOMO-LUMO gap: 9.8 eV
* total charge: +1
* spin multiplicity: 1

=====

The following is a DFT calculation (the ωB97M-V functional and the def2-TZVPD basis) of 2 unconnected molecules or ions with the total composition H6N2 at a distorted geometry.

Geometry as XYZ:
```
8
Properties=species:S:1:pos:R:3:forces:R:3
N -4.76606 -5.15651 -0.12009 -0.3834 0.2239 0.3010
H -4.40106 -5.78026 0.58552 0.1490 -0.1849 -0.2298
H -4.32423 -5.29985 -1.01524 0.2084 -0.0942 0.0967
H -4.57725 -4.21718 0.20308 0.0260 0.0552 -0.1678
N 4.70440 4.99922 0.29603 0.3559 0.8943 -0.4388
H 4.96469 4.74568 -0.65666 -0.3922 -0.6729 0.2831
H 4.63398 6.00813 0.17565 0.0004 0.0644 0.5236
H 3.76554 4.70078 0.53171 0.0359 -0.2858 -0.3680
```
Forces are in eV/Å.

Summary:
* LUMO level: 1.307 eV
* E_HOMO: -10.03 eV
* relative energy (zero: lowest compared OMol25 entry of this formula, charge and spin): 17.2 kJ/mol
* E_tot: -3077.544 eV
* HOMO-LUMO gap: 11.3 eV
* SMILES string: N.N
* spin multiplicity: 1

=====

The following is a DFT calculation (the ωB97M-V functional and the def2-TZVPD basis) of a molecular structure, C22H15Cl5FeN2O3 at a distorted geometry.

Geometry as XYZ:
```
48
Properties=species:S:1:pos:R:3:forces:R:3
Fe -0.10097 0.14577 0.40652 0.6825 0.2903 0.4716
C 1.52241 -1.09024 4.01711 -0.2081 -0.3600 -0.0400
C 0.33957 -0.29858 3.48799 0.5490 0.8245 0.2318
C -0.70492 -0.01290 4.54647 -0.2386 -0.3257 -0.0468
O -0.23967 -0.98583 2.34924 -0.4991 -0.1165 -1.0779
C 0.89422 1.04489 2.97597 -0.8273 -1.1734 0.6727
O 1.35825 1.81942 3.76570 0.2187 0.4048 -0.5243
O 0.80695 1.18121 1.67960 -0.0229 0.5760 -2.0064
H 1.18614 -2.05447 4.40316 0.0439 0.0006 0.0042
H 1.99690 -0.53138 4.82041 0.0049 0.0237 -0.0200
H 2.25520 -1.26096 3.22686 0.0140 0.0033 0.0142
H -1.06498 -0.94490 4.99098 -0.0146 0.0284 0.0100
H -1.54998 0.53748 4.12487 0.0150 0.0123 0.0075
H -0.26400 0.59679 5.33086 0.0325 0.0025 -0.0198
H -1.13669 -1.25222 2.58642 0.0014 -0.0581 -0.0530
C 0.46957 3.01933 -2.85200 0.1061 -0.0284 -0.0149
C 0.20629 2.44775 -1.60256 -0.0417 0.0701 0.0872
N 0.55947 1.20967 -1.30949 -0.9976 -0.3374 1.0390
C 1.21984 0.47554 -2.22794 0.0229 0.1761 -0.1508
C 1.55177 0.97043 -3.48829 0.0260 0.0827 -0.0722
C 1.13994 2.28102 -3.79475 -0.0196 -0.0183 0.0257
C 2.28700 0.13493 -4.39767 0.0138 -0.0485 0.0484
C 2.67063 -1.10903 -4.03727 -0.0292 0.0200 0.0005
C 2.32527 -1.63899 -2.74748 0.0345 -0.1049 -0.0929
C 2.67182 -2.93334 -2.31574 -0.0257 0.0241 0.0442
C 2.27815 -3.36100 -1.07125 -0.0163 0.0483 -0.0718
C 1.52468 -2.49844 -0.26600 0.0682 -0.0543 0.0088
N 1.18992 -1.28297 -0.65805 -0.2011 0.0468 1.0788
C 1.58819 -0.85123 -1.86550 0.1102 -0.1025 -0.1024
H 0.14431 4.02913 -3.05463 0.0131 0.0069 0.0237
H -0.29551 3.00639 -0.82202 -0.0531 -0.0324 -0.0097
H 1.35829 2.69233 -4.77230 0.0004 0.0232 0.0128
H 2.53183 0.52868 -5.37545 0.0189 0.0007 0.0089
H 3.23594 -1.73577 -4.71464 -0.0064 0.0223 -0.0196
H 3.24350 -3.57819 -2.97140 0.0056 -0.0103 0.0199
H 2.53106 -4.34647 -0.70836 -0.0018 0.0015 0.0030
H 1.18555 -2.80245 0.71700 -0.0061 0.0177 -0.0028
Cl -1.80496 -1.46509 -1.24362 -0.0327 -0.0044 0.0032
C -2.77744 -0.24400 -0.47288 -0.0577 -0.0051 -0.0518
C -2.08437 0.63772 0.31100 1.5028 -0.0239 0.5639
C -2.75602 1.65244 0.96169 0.0343 0.0898 0.0160
Cl -1.86299 2.78684 1.90392 -0.1341 0.0509 0.0406
C -4.14331 1.75678 0.83841 0.0109 -0.0484 -0.0607
Cl -4.98726 2.99508 1.66054 -0.0213 0.0283 0.0112
C -4.83914 0.84090 0.03934 0.0976 -0.0106 0.0577
Cl -6.53913 0.94166 -0.09504 -0.0498 0.0217 -0.0379
C -4.15044 -0.16781 -0.63960 -0.1411 0.0101 -0.0117
Cl -4.97090 -1.28591 -1.64012 0.0188 -0.0446 -0.0182
```
Forces are in eV/Å.

Summary:
* LUMO level (spin up / spin down): -5.160 / -4.290 eV
* E_HOMO (spin up / spin down): -11.93 / -11.92 eV
* relative energy (zero: lowest compared OMol25 entry of this formula, charge and spin): 96.9 kJ/mol
* E_tot: -129174.354 eV
* HOMO-LUMO gap (spin up / spin down): 6.8 / 7.6 eV
* total charge: +1
* spin multiplicity: 2